w.
13
Properties=species:S:1:pos:R:3 method="wB97M-V/def2-TZVPD" orbital_gap_ev=8.23 homo_energy_ha=-0.2984 multiplicity=1
C 0.71 1.20 -0.79
C 0.71 1.39 0.54
C 0.36 -1.18 -1.12
C 0.09 0.09 -1.52
C -1.18 -0.25 1.04
S 0.16 0.27 1.89
S -2.18 -1.33 1.70
H 1.29 1.96 -1.32
H 1.15 2.38 0.81
H -0.19 -2.04 -1.38
H 1.09 -1.25 -0.34
H -0.42 0.33 -2.40
H -1.58 -1.58 2.89



x.
13
Properties=species:S:1:pos:R:3 method="wB97M-V/def2-TZVPD" orbital_gap_ev=8.05 smiles="S=C1C[C@@H]2C[C@H]2S1" homo_energy_ha=-0.3102 multiplicity=1
S 3.28 0.16 0.03
C 1.65 0.39 0.15
C 0.85 -0.79 -0.06
C -0.42 -0.27 0.54
C -1.88 0.00 0.00
C -0.51 0.92 -0.28
S 0.83 1.94 0.10
H 1.30 -1.55 0.52
H 0.68 -1.16 -1.06
H -0.55 -0.07 1.72
H -2.87 0.34 0.74
H -2.09 -0.68 -1.06
H -0.27 0.78 -1.33



In terms of stability, w leads; the second structure lies 0.0503 hartree higher.



w.
18
Properties=species:S:1:pos:R:3 method="wB97M-V/def2-TZVPD" orbital_gap_ev=9.93 smiles="CCC(N)=O.C=C=N" homo_energy_ha=-0.3428 multiplicity=1
C -0.64 1.13 -2.41
C -0.07 0.44 -1.18
C 1.31 0.97 -0.82
N 1.88 0.32 0.22
O 1.85 1.89 -1.40
H -1.64 0.75 -2.64
H -0.70 2.20 -2.23
H 0.00 0.97 -3.26
H 0.01 -0.64 -1.35
H -0.73 0.58 -0.32
H 2.78 0.63 0.54
H 1.40 -0.41 0.73
C -1.69 -1.03 2.72
C -0.62 -1.53 2.20
N 0.42 -1.83 1.64
H -2.62 -1.01 2.18
H -1.69 -0.66 3.73
H 0.77 -2.77 1.64



x.
18
Properties=species:S:1:pos:R:3 method="wB97M-V/def2-TZVPD" orbital_gap_ev=9.52 smiles="C=NN(C)CCC=O" homo_energy_ha=-0.3225 multiplicity=1
C 1.75 1.62 0.13
N 0.91 1.01 -0.59
N 1.04 -0.37 -0.49
C 1.99 -0.86 0.52
C -0.22 -1.39 -0.58
C -1.30 -1.07 0.51
C -1.68 0.55 0.13
O -2.91 0.83 0.01
H 2.39 1.17 0.89
H 1.53 2.69 0.37
H 2.92 -1.05 -0.12
H 2.13 0.07 1.36
H 1.68 -1.90 0.75
H 0.29 -2.50 -0.65
H -0.48 -1.26 -1.63
H -0.87 -1.15 1.61
H -2.30 -1.65 0.41
H -0.93 1.41 0.19



y.
18
Properties=species:S:1:pos:R:3 method="wB97M-V/def2-TZVPD" orbital_gap_ev=7.91 homo_energy_ha=-0.2982 multiplicity=1
C -0.04 -2.43 -1.15
C 0.35 -0.09 -2.08
C 0.15 -0.52 0.37
C 0.02 0.78 0.94
C -0.41 2.17 0.44
H -0.66 -2.90 -1.98
H -0.53 -2.72 -0.12
H 0.73 -3.10 -1.62
H 1.30 0.26 -1.55
H -0.62 0.67 -2.22
H 0.40 -0.99 -3.02
H -0.15 -0.83 2.49
H 1.69 -1.69 1.82
H 0.35 0.74 2.11
H -0.89 2.28 -0.66
N 0.08 -0.96 -0.84
N 0.27 -1.46 1.46
O -0.56 3.22 1.16



z.
18
Properties=species:S:1:pos:R:3 method="wB97M-V/def2-TZVPD" orbital_gap_ev=9.08 smiles="C=C(N)[C@]1(O)N[C@H]1C" homo_energy_ha=-0.3086 multiplicity=1
C -0.41 -1.93 1.19
C 0.28 -1.18 0.33
N 1.65 -1.29 0.14
C -0.35 -0.14 -0.56
O -1.81 0.03 -0.41
N 0.13 0.04 -1.86
C 0.24 1.20 -0.59
C -0.19 2.29 0.34
H -1.48 -1.87 1.30
H 0.07 -2.71 1.76
H 1.94 -1.11 -0.82
H 2.08 -2.10 0.55
H -2.06 -0.09 0.51
H -0.46 -0.44 -2.54
H 1.20 1.52 -0.99
H -1.15 2.70 0.03
H 0.54 3.11 0.26
H -0.18 1.97 1.37



In terms of stability, w leads; the second structure lies 0.1278 hartree higher.



w.
18
Properties=species:S:1:pos:R:3 method="wB97M-V/def2-TZVPD" orbital_gap_ev=8.65 smiles=CN1O[C@]2(N)C[C@]12C homo_energy_ha=-0.2842 multiplicity=1
C 2.09 0.65 -0.88
N 0.71 0.25 -1.01
O -0.19 1.43 -0.86
C -0.93 0.82 0.16
N -2.29 1.06 0.16
C -0.09 0.39 1.31
C 0.09 -0.48 0.08
C -0.26 -1.92 -0.05
H 2.69 -0.26 -1.01
H 2.32 1.35 -1.68
H 2.34 1.11 0.08
H -2.79 0.66 0.94
H -2.73 0.93 -0.74
H -0.63 -0.09 2.11
H 0.71 1.03 1.65
H 0.40 -2.54 0.57
H -0.15 -2.27 -1.08
H -1.29 -2.12 0.26



x.
18
Properties=species:S:1:pos:R:3 method="wB97M-V/def2-TZVPD" orbital_gap_ev=9.15 homo_energy_ha=-0.3046 multiplicity=1
C 1.19 1.93 1.24
C 0.93 0.53 0.57
C 1.62 -0.47 0.00
C -1.07 -0.61 -0.15
C -2.29 -1.39 -0.07
H 0.98 1.90 2.24
H 2.36 2.04 1.44
H 0.95 2.69 0.36
H 2.97 -0.74 0.17
H 1.06 -1.51 -0.14
H -2.09 -2.11 1.00
H -2.16 -2.16 -0.94
H -3.32 -0.74 0.29
H -1.44 -0.27 -2.09
H 1.22 0.65 -1.65
N -0.44 -0.01 0.79
N -0.63 -0.52 -1.46
O 0.14 0.78 -1.61



In terms of stability, w leads; the second structure lies 0.1461 hartree higher.



w.
18
Properties=species:S:1:pos:R:3 method="wB97M-V/def2-TZVPD" orbital_gap_ev=9.10 smiles="C=NN(C)C1COC1" homo_energy_ha=-0.3063 multiplicity=1
C 1.80 -1.37 0.43
N 0.66 -1.18 -0.08
N 0.58 0.04 -0.49
C 1.52 1.19 -0.20
C -0.92 0.37 -0.61
C -1.78 -1.01 -0.65
O -2.71 -0.39 0.43
C -1.55 0.74 0.66
H 2.07 -2.27 0.97
H 2.27 -0.40 0.37
H 1.12 2.27 -0.38
H 2.53 0.55 -0.44
H 1.83 1.12 0.96
H -0.80 1.14 -1.47
H -1.30 -1.97 -0.33
H -2.53 -1.27 -1.41
H -1.82 1.84 0.70
H -0.98 0.61 1.54



x.
18
Properties=species:S:1:pos:R:3 method="wB97M-V/def2-TZVPD" orbital_gap_ev="8.97 / 8.97" homo_energy_ha="-0.3128 / -0.3128" multiplicity=1
C -0.82 0.47 1.17
C -1.75 -0.50 1.31
C 2.14 0.82 -0.72
C -1.48 -0.69 -1.42
C 1.45 0.28 0.58
N 0.05 0.12 0.24
N -0.18 -0.50 -0.83
O -1.56 -1.63 0.80
H -0.49 1.25 1.95
H -2.33 -0.43 2.21
H 1.61 0.36 -1.62
H 2.10 1.83 -0.78
H 3.22 0.52 -0.83
H -2.03 0.15 -0.87
H -1.41 -0.63 -2.43
H -1.87 -1.61 -0.96
H 1.99 -0.76 0.80
H 1.38 0.93 1.40



y.
18
Properties=species:S:1:pos:R:3 method="wB97M-V/def2-TZVPD" orbital_gap_ev=5.75 homo_energy_ha=-0.3468 multiplicity=1
C -0.20 -1.84 -0.45
C -0.13 -0.59 -1.35
C -0.58 0.70 -0.62
C -1.29 0.64 0.78
C 1.80 0.75 -0.23
H 0.63 -2.69 -0.38
H -1.33 -2.30 -0.13
H 0.04 -1.74 0.75
H 0.01 -0.60 -2.44
H -1.24 1.60 -0.97
H -0.80 0.33 1.86
H -2.24 0.01 0.80
H -0.95 2.34 2.93
H 1.63 1.64 0.24
H 2.77 -0.86 -0.43
N 0.75 0.48 -1.10
N 2.87 -0.01 0.04
O -1.75 2.16 0.69



In terms of stability, x leads; the second structure lies 0.1025 hartree higher.



w.
16
Properties=species:S:1:pos:R:3 method="wB97M-V/def2-TZVPD" orbital_gap_ev=10.43 smiles="[H]/N=C/N.C=CC" homo_energy_ha=-0.3475 multiplicity=1
H -1.88 -0.04 1.30
N -2.56 0.58 0.88
C -2.70 0.28 -0.38
N -3.22 1.20 -1.28
H -2.38 -0.69 -0.83
H -3.84 0.86 -2.05
H -3.65 2.08 -0.80
C 3.01 -1.70 0.28
C 2.76 -0.38 0.44
C 1.39 0.31 0.39
H 4.08 -2.03 0.27
H 2.17 -2.36 0.16
H 3.61 0.32 0.50
H 1.14 0.77 -0.57
H 0.60 -0.40 0.68
H 1.47 1.20 1.04



x.
16
Properties=species:S:1:pos:R:3 method="wB97M-V/def2-TZVPD" orbital_gap_ev=9.98 homo_energy_ha=-0.3313 multiplicity=1
H 0.73 2.66 -0.34
N 0.99 2.92 0.61
C 0.91 1.93 1.42
N 0.53 0.64 1.21
C 0.05 0.18 -0.10
C -0.39 -1.25 -0.08
C -0.82 -1.71 -1.46
H 1.20 2.11 2.45
H 0.21 0.10 2.02
H 0.89 0.33 -0.81
H -0.79 0.83 -0.43
H -1.18 -1.37 0.69
H 0.46 -1.89 0.25
H -0.02 -1.61 -2.17
H -1.10 -2.73 -1.47
H -1.68 -1.14 -1.80



y.
16
Properties=species:S:1:pos:R:3 method="wB97M-V/def2-TZVPD" orbital_gap_ev=10.13 homo_energy_ha=-0.3370 multiplicity=1
H -2.14 -0.86 -1.69
N -1.86 -0.16 -0.99
C -0.69 -0.29 -0.53
C 0.39 -1.17 -1.11
C -0.30 0.72 0.56
C 1.11 1.29 0.41
N -0.41 -0.02 1.81
H -0.05 -1.92 -1.76
H 0.95 -1.65 -0.32
H 1.07 -0.57 -1.71
H -1.04 1.52 0.57
H 1.30 1.97 1.24
H 1.21 1.82 -0.53
H 1.86 0.50 0.46
H -0.01 -0.98 1.57
H -1.39 -0.19 2.02



z.
16
Properties=species:S:1:pos:R:3 method="wB97M-V/def2-TZVPD" orbital_gap_ev=9.63 smiles="C=NCCCN" homo_energy_ha=-0.3129 multiplicity=1
C 2.52 -1.36 0.05
N 1.57 -0.56 0.14
C 0.11 -0.84 -0.30
C -1.06 -0.37 0.48
C -0.89 1.19 0.43
N -0.96 1.79 -0.92
H 3.40 -1.58 0.90
H 2.33 -2.20 -0.63
H 0.09 -1.99 -0.38
H 0.20 -0.36 -1.35
H -2.02 -0.45 0.15
H -1.00 -0.63 1.60
H -1.68 1.51 1.08
H 0.03 1.52 0.93
H -0.67 2.82 -1.02
H -1.98 1.48 -1.16



In terms of stability, x leads; the second structure lies 0.0085 hartree higher.



w.
7
Properties=species:S:1:pos:R:3 method="wB97M-V/def2-TZVPD" orbital_gap_ev=9.73 homo_energy_ha=-0.4004 multiplicity=1
C 1.20 -0.60 0.03
N 0.77 -1.62 1.19
O 0.80 -1.12 2.28
O 0.49 -2.72 0.96
Cl 0.49 -1.14 -1.48
Cl 2.95 -0.40 0.13
H 0.55 0.95 0.65



x.
7
Properties=species:S:1:pos:R:3 method="wB97M-V/def2-TZVPD" orbital_gap_ev=8.47 homo_energy_ha=-0.3174 multiplicity=1
C 3.31 -0.21 -0.10
N 0.75 0.86 -0.05
O 4.19 0.04 0.61
O 2.45 -0.57 -0.72
Cl 1.36 2.43 0.12
Cl -0.72 0.75 -0.92
H -1.78 1.28 -0.16



In terms of stability, x leads; the second structure lies 0.0590 hartree higher.



w.
10
Properties=species:S:1:pos:R:3 method="wB97M-V/def2-TZVPD" orbital_gap_ev=10.35 smiles="NN=O.O=CO" homo_energy_ha=-0.3814 multiplicity=1
N -1.47 -0.64 0.00
N -1.62 0.74 -0.08
O -2.71 1.27 0.01
H -0.54 -1.09 0.03
H -2.28 -1.27 -0.09
O 1.75 -0.60 -0.09
C 2.02 0.57 0.00
O 1.13 1.48 0.05
H 3.00 0.82 0.35
H 0.11 1.14 -0.11



x.
10
Properties=species:S:1:pos:R:3 method="wB97M-V/def2-TZVPD" orbital_gap_ev="8.57 / 8.57" homo_energy_ha="-0.3196 / -0.3197" multiplicity=1
C 0.18 -1.10 0.23
N 1.38 0.62 -0.70
N -1.52 0.31 0.21
O -2.59 -0.26 0.03
O -1.22 1.39 0.62
O 1.08 -0.15 0.45
H 0.04 -1.64 -0.68
H -0.17 -1.55 1.11
H 2.24 1.05 -0.66
H 0.57 1.33 -0.62



In terms of stability, w leads; the second structure lies 0.1491 hartree higher.



w.
12
Properties=species:S:1:pos:R:3 method="wB97M-V/def2-TZVPD" orbital_gap_ev=4.96 homo_energy_ha=-0.0767 multiplicity=1 charge=-1
C 3.35 0.52 -0.71
S 4.17 0.53 -2.29
H 4.02 0.70 0.14
H 2.85 -0.44 -0.64
H 2.63 1.33 -0.63
C -3.86 -1.00 1.40
S -3.55 0.12 0.02
S -1.48 0.19 0.10
H -3.92 -2.08 1.23
H -3.12 -0.79 2.17
H -4.77 -0.74 1.98
H 3.67 1.67 -2.78



x.
12
Properties=species:S:1:pos:R:3 method="wB97M-V/def2-TZVPD" orbital_gap_ev=6.01 homo_energy_ha=-0.0903 multiplicity=1 charge=-1
C 2.59 -0.37 -0.25
S 1.78 1.25 -0.27
H 1.83 -1.13 -0.42
H 3.05 -0.57 0.72
H 3.36 -0.47 -1.02
C -2.43 0.03 0.91
S -2.19 1.12 -0.53
S -1.17 -0.03 -1.89
H -1.80 0.36 1.74
H -3.48 0.06 1.21
H -2.17 -0.98 0.62
H 0.62 0.74 -0.83



In terms of stability, x leads; the second structure lies 0.0189 hartree higher.